Density functional theory data (ωB97M-V with the def2-TZVPD basis set) for 4 unconnected molecules or ions with the total composition C24H46O6S.

The geometry in XYZ format:
```
77
Properties=species:S:1:pos:R:3
C -2.72667 -0.85336 1.43583
C -1.81081 0.29698 0.88527
C -1.24825 1.35824 1.70235
C -0.38351 2.42552 1.17635
C -0.06908 2.40355 -0.26315
C -0.63233 1.32536 -1.06732
C -0.24246 1.29129 -2.60385
C 1.26650 0.74868 -2.67262
C 1.54902 -0.12953 -3.95172
C 1.54200 -1.68897 -3.70318
C 2.62189 -2.20042 -2.66754
S 2.89862 -0.82485 -1.46719
O 3.94006 0.08568 -1.92906
O 3.09631 -1.32564 -0.11414
O 1.48417 0.00000 -1.44270
C -1.49675 0.26820 -0.54389
H -3.47123 -1.06484 0.61875
H -3.21155 -0.54186 2.39268
H -2.13356 -1.80694 1.54067
H -1.45985 1.37615 2.80358
H 0.05710 3.21537 1.82386
H 0.57584 3.17027 -0.75423
H -0.96409 0.61605 -3.12820
H -0.33322 2.32577 -3.01648
H 1.94714 1.64523 -2.60830
H 2.59799 0.13058 -4.28836
H 0.89328 0.17985 -4.81469
H 0.51497 -1.99894 -3.37199
H 1.79942 -2.16944 -4.69052
H 2.24586 -3.08817 -2.08929
H 3.61676 -2.43615 -3.12836
H -1.85703 -0.51160 -1.25733
C 6.95345 1.04273 -2.56986
C 7.50301 0.65489 -3.93176
O 6.69681 1.09789 -5.01355
C 6.54361 2.50056 -5.14555
C 7.85125 3.22937 -5.40560
H 5.90441 0.75408 -2.48115
H 7.52390 0.55731 -1.77558
H 7.01089 2.12230 -2.40946
H 7.53306 -0.43480 -4.00172
H 8.53455 1.00310 -4.05559
H 6.02983 2.91393 -4.27087
H 5.87954 2.65484 -5.99893
H 8.50542 3.19988 -4.53154
H 7.66238 4.27773 -5.64521
H 8.39159 2.76765 -6.23471
C 0.13005 -1.34225 6.23109
C 0.34361 0.06285 5.69517
O -0.82307 0.87037 5.75111
C -1.34948 1.12496 7.04289
C -0.39419 1.88864 7.94433
H -0.74493 -1.80282 5.76753
H 1.00540 -1.96312 6.03257
H -0.03683 -1.33689 7.31076
H 0.61948 -0.00264 4.64045
H 1.17702 0.55783 6.20496
H -1.67526 0.19174 7.51493
H -2.24732 1.72789 6.89186
H 0.47020 1.27953 8.21771
H -0.89663 2.18687 8.86657
H -0.01906 2.78150 7.43990
C -7.34183 -2.65189 -1.64444
C -7.15863 -3.49493 -0.39394
O -6.55694 -2.78955 0.67873
C -7.27604 -1.67406 1.18067
C -8.62878 -2.04377 1.76524
H -6.40726 -2.15622 -1.91562
H -7.66902 -3.27415 -2.47945
H -8.09322 -1.87342 -1.49467
H -6.48850 -4.32566 -0.62542
H -8.10762 -3.93976 -0.07560
H -7.37691 -0.90391 0.40835
H -6.65832 -1.24302 1.97112
H -9.32279 -2.37385 0.98899
H -9.07521 -1.18323 2.26712
H -8.52818 -2.86053 2.48296
```

## Properties
SMILES string: Cc1cccc(C[C@@H]2CCCS(=O)(=O)O2)c1.CCOCC.CCOCC.CCOCC
HOMO energy: -8.5164 eV


Density functional theory data (ωB97M-V with the def2-TZVPD basis set) for a molecular structure, C11H20O8PdS.

The geometry in XYZ format:
```
41
Properties=species:S:1:pos:R:3
C 1.56272 -1.67354 1.93972
C 1.71062 -2.13622 0.51417
O 1.82883 -3.28414 0.19059
O 1.67908 -1.10450 -0.45227
C 2.91536 -1.07952 -1.24961
C 3.36104 0.33293 -1.53628
C 3.32856 1.22643 -0.29047
C 2.04451 2.05791 -0.25142
C 1.31243 1.98896 1.08925
O -0.05225 1.61560 0.76983
C -0.77483 1.17222 1.77097
O -0.43942 0.89760 2.88813
O -2.07944 0.92864 1.31160
C -2.26681 -0.43325 1.09681
C -2.43776 -0.76896 -0.37981
C -3.10170 0.25432 -1.23793
S -4.86991 0.53906 -0.75746
O -5.40787 1.28825 -1.82935
O -4.87496 1.13720 0.52222
O -5.51504 -0.90081 -0.71170
H 2.42995 -1.94826 2.52339
H 1.44211 -0.59960 1.95343
H 0.67363 -2.11757 2.36860
H 3.68643 -1.63673 -0.73324
H 2.73578 -1.58462 -2.20133
H 2.76179 0.74964 -2.33563
H 4.39480 0.27793 -1.85318
H 3.41239 0.57941 0.57651
H 4.18929 1.87982 -0.29979
H 2.18276 3.09936 -0.51001
H 1.36469 1.64894 -0.99230
H 1.79580 1.26097 1.72418
H 1.37158 2.94528 1.59182
H -3.15045 -0.79112 1.64054
H -1.42733 -1.00543 1.48779
H -3.03063 -1.67883 -0.43941
H -1.34549 -1.03942 -0.83118
H -3.16223 -0.11751 -2.26341
H -2.58834 1.20530 -1.29036
H -5.10041 -1.46520 -1.37927
Pd -0.55926 -1.72053 -2.13411
```

## Properties
net charge: +2
ΔE to the lowest compared entry with this formula, charge and spin: 7.5 kcal per mole
HOMO energy: -17.4398 eV


Density functional theory data (ωB97M-V with the def2-TZVPD basis set) for a gas-phase ion, C3H6N5S (charge -1).

The geometry in XYZ format:
```
15
Properties=species:S:1:pos:R:3
C 3.32397 -0.01413 0.11828
C -1.78568 0.74108 0.12230
C -1.07622 -1.44080 -0.29472
N 0.89999 1.59837 -0.11663
N 3.02478 1.12891 0.26219
N 2.05182 2.07837 0.03792
N 0.62138 0.25663 0.05759
N -0.71085 -0.07135 -0.25674
S 3.68169 -1.61075 0.15839
H -2.60953 0.44333 -0.48486
H -2.20270 0.60140 1.18008
H -1.67205 1.78474 0.10197
H -0.18467 -2.05719 -0.44183
H -1.56686 -1.74755 0.61619
H -1.79505 -1.69105 -1.06014
```

## Properties
net charge: -1
ΔE to the lowest compared entry with this formula, charge and spin: 66.7 kcal per mole
HOMO energy (alpha / beta): -2.6342 / -2.6337 eV